# 1
C14H21ClMnN2O2S4SbSi as an isolated structure in a non-equilibrium geometry, computed with ωB97M-V/def2-TZVPD.

Values from the calculation:
multiplicity	6
gap between HOMO and LUMO (alpha / beta)	0.2589 / 0.2619	Ha
highest occupied orbital energy (alpha / beta)	-4.5 / -4.6	eV
charge	-1
⟨S²⟩	8.76

CARTESIAN COORDINATES (ANGSTROEM)
Mn  -1.774  0.613  0.171
S  -1.053  -2.378  3.811
Sb  -2.403  -0.770  3.059
S  -0.742  1.280  2.270
S  -2.910  -1.360  0.725
S  -3.115  2.422  -0.911
C  -3.425  1.276  -2.166
N  -2.856  1.387  -3.363
C  -2.950  0.301  -4.355
C  -2.975  -1.055  -3.641
C  -4.180  -1.027  -2.734
N  -4.143  0.178  -1.914
H  -2.067  2.017  -3.409
H  -2.120  0.418  -5.037
H  -3.875  0.466  -4.915
H  -2.058  -1.189  -3.056
H  -3.050  -1.887  -4.361
H  -4.177  -1.896  -2.066
H  -5.076  -0.992  -3.353
H  -4.316  0.049  -0.922
C  1.868  1.838  0.471
Si  1.237  0.624  1.701
C  1.146  -1.095  1.079
C  2.453  0.509  3.188
C  3.702  1.161  3.105
C  4.718  0.837  4.009
C  4.504  -0.103  4.986
C  3.250  -0.712  5.114
C  2.253  -0.415  4.219
H  2.782  1.526  -0.004
H  2.045  2.811  0.923
H  1.093  1.994  -0.270
H  2.136  -1.411  0.692
H  0.421  -1.201  0.284
H  0.876  -1.724  1.927
H  3.874  1.915  2.327
H  5.676  1.300  3.908
H  5.300  -0.371  5.682
H  3.085  -1.433  5.921
H  1.301  -0.936  4.289
Cl  2.830  -0.466  -2.194
C  1.126  -0.948  -2.528
C  0.123  0.251  -2.464
O  -0.004  0.911  -3.488
O  -0.487  0.382  -1.357
H  0.827  -1.721  -1.816
H  1.129  -1.373  -3.532

Want to see where the charge sits? The Löwdin charges in e are: 0.087, -0.292, 0.301, 0.148, -0.168, 0.601, -0.822, 0.029, -0.153, -0.152, -0.185, -0.002, 0.116, 0.112, 0.117, 0.110, 0.123, 0.108, 0.115, 0.034, -0.221, 0.199, -0.222, -0.247, -0.095, -0.115, -0.113, -0.093, -0.111, 0.008, 0.034, 0.014, 0.045, -0.011, -0.024, 0.091, 0.086, 0.095, 0.104, 0.037, 0.556, -0.470, -0.709, 0.010, -0.199, 0.063, 0.064

# 2
C20H26MoN5O4P as an isolated structure, computed with ωB97M-V/def2-TZVPD.

Values from the calculation:
multiplicity	1
gap between HOMO and LUMO (alpha / beta)	0.2697 / 0.2657	Ha
highest occupied orbital energy (alpha / beta)	-14.3 / -14.3	eV
charge	+2
energy relative to the best compared isomer or geometry (same formula, charge and spin)	128.1	kJ/mol

CARTESIAN COORDINATES (ANGSTROEM)
Mo  -0.406  0.109  0.044
C  -5.410  -2.368  0.469
N  -3.947  -2.335  0.350
C  -3.322  -3.661  0.265
C  -3.170  -1.256  0.302
N  -1.858  -1.335  0.263
N  -3.801  -0.020  0.326
C  -3.281  1.209  0.020
N  -4.167  2.205  -0.021
N  -2.008  1.388  -0.221
H  -5.835  -2.824  -0.423
H  -5.866  -1.392  0.591
H  -5.680  -2.961  1.341
H  -4.112  -4.398  0.169
H  -2.748  -3.886  1.165
H  -2.694  -3.731  -0.624
H  -1.548  -2.296  0.256
H  -4.790  -0.039  0.499
H  -5.152  2.066  0.130
H  -3.861  3.152  -0.167
H  -1.789  2.342  -0.493
O  -0.127  0.804  4.113
C  0.303  0.454  3.064
O  -0.488  0.361  1.954
C  1.750  0.106  2.773
P  1.929  0.069  0.970
C  3.624  -0.149  0.437
C  4.028  -1.401  -0.024
C  5.345  -1.598  -0.411
C  6.248  -0.546  -0.343
C  5.844  0.704  0.114
C  4.533  0.909  0.505
C  1.446  1.769  0.421
C  1.381  1.945  -0.970
C  0.952  3.152  -1.517
C  0.591  4.193  -0.678
C  0.672  4.038  0.708
C  1.084  2.839  1.254
H  1.957  -0.892  3.168
H  2.420  0.803  3.273
H  3.321  -2.221  -0.076
H  5.666  -2.568  -0.766
H  7.275  -0.700  -0.647
H  6.555  1.518  0.166
H  4.223  1.885  0.860
H  1.772  1.175  -1.626
H  0.934  3.280  -2.591
H  0.275  5.140  -1.096
H  0.420  4.864  1.361
H  1.126  2.741  2.331
C  0.504  -2.120  -3.375
C  -0.587  -1.476  -2.586
O  -1.753  -1.677  -2.660
O  -0.110  -0.511  -1.685
H  0.073  -2.657  -4.214
H  1.039  -2.822  -2.733
H  1.222  -1.377  -3.719

Want to see where the charge sits? The Löwdin charges in e are: 1.596, 0.011, -0.105, -0.001, -0.346, 0.002, 0.197, -0.419, 0.221, 0.013, 0.115, 0.080, 0.114, 0.106, 0.113, 0.101, 0.074, 0.131, 0.136, 0.138, 0.091, 0.167, -0.613, -0.323, -0.197, 1.014, -0.377, -0.092, -0.055, -0.040, -0.047, -0.073, -0.433, -0.145, -0.047, -0.043, -0.032, -0.054, 0.119, 0.120, 0.103, 0.118, 0.121, 0.120, 0.114, 0.111, 0.124, 0.122, 0.125, 0.120, 0.029, -0.546, 0.134, -0.314, 0.102, 0.101, 0.097

# 3
A 19-piece molecular cluster, C70H156Cl22O24 overall in a non-equilibrium geometry, computed with ωB97M-V/def2-TZVPD.

Values from the calculation:
multiplicity	1
gap between HOMO and LUMO	0.3521	Ha
highest occupied orbital energy	-9.3	eV
charge	0

CARTESIAN COORDINATES (ANGSTROEM)
Cl  -6.260  -30.804  -22.598
C  -6.069  -30.082  -21.001
C  -7.386  -29.413  -20.572
Cl  -7.181  -28.788  -18.870
H  -5.276  -29.313  -21.002
H  -5.915  -30.922  -20.368
H  -8.123  -30.144  -20.483
H  -7.653  -28.573  -21.188
Cl  -9.165  -24.789  -25.504
C  -8.865  -23.456  -26.635
C  -7.679  -23.739  -27.431
Cl  -7.668  -25.321  -28.408
H  -8.645  -22.514  -26.154
H  -9.751  -23.319  -27.293
H  -6.844  -23.885  -26.711
H  -7.502  -22.881  -28.064
Cl  -20.050  -23.639  -27.341
C  -19.218  -23.606  -25.781
C  -17.733  -23.744  -26.026
Cl  -16.797  -24.085  -24.466
H  -19.621  -24.458  -25.209
H  -19.378  -22.650  -25.289
H  -17.131  -22.897  -26.455
H  -17.591  -24.596  -26.680
Cl  -9.303  -20.390  -28.288
C  -10.677  -20.593  -27.146
C  -11.001  -19.296  -26.493
Cl  -11.398  -18.074  -27.888
H  -10.442  -21.333  -26.385
H  -11.559  -20.899  -27.683
H  -10.244  -18.791  -25.890
H  -11.899  -19.359  -25.918
Cl  -8.360  -20.194  -24.426
C  -6.577  -20.017  -24.258
C  -5.754  -20.951  -25.126
Cl  -5.663  -20.369  -26.799
H  -6.344  -20.135  -23.161
H  -6.265  -19.038  -24.558
H  -6.067  -21.978  -25.097
H  -4.723  -20.871  -24.651
Cl  -12.112  -23.791  -23.764
C  -11.604  -24.559  -22.170
C  -10.598  -25.704  -22.374
Cl  -10.190  -26.423  -20.755
H  -12.535  -24.874  -21.679
H  -11.123  -23.755  -21.652
H  -9.704  -25.291  -22.829
H  -10.983  -26.515  -22.977
Cl  -7.494  -27.493  -24.219
C  -7.436  -27.974  -25.947
C  -6.969  -29.386  -25.944
Cl  -7.273  -30.270  -27.423
H  -6.856  -27.241  -26.513
H  -8.466  -27.954  -26.324
H  -7.487  -29.868  -25.112
H  -5.882  -29.381  -25.701
Cl  -13.252  -32.245  -16.354
C  -12.573  -31.643  -17.859
C  -11.145  -31.340  -17.602
Cl  -10.613  -30.283  -18.981
H  -13.142  -30.735  -18.159
H  -12.657  -32.405  -18.678
H  -10.568  -32.271  -17.645
H  -11.126  -30.733  -16.718
Cl  -7.935  -23.053  -22.326
C  -6.869  -24.220  -21.481
C  -5.775  -24.662  -22.448
Cl  -4.502  -25.455  -21.533
H  -7.539  -25.069  -21.280
H  -6.509  -23.626  -20.630
H  -5.294  -23.733  -22.776
H  -6.160  -25.269  -23.204
Cl  -8.189  -33.182  -20.227
C  -9.123  -32.360  -21.498
C  -9.907  -33.301  -22.332
Cl  -10.717  -34.515  -21.333
H  -8.501  -31.867  -22.197
H  -9.676  -31.566  -21.015
H  -9.307  -33.782  -23.110
H  -10.730  -32.804  -22.789
Cl  -15.534  -23.365  -17.597
C  -14.145  -22.349  -17.101
C  -12.845  -23.177  -17.137
Cl  -12.673  -23.897  -18.760
H  -14.413  -21.938  -16.148
H  -13.946  -21.477  -17.769
H  -12.950  -23.957  -16.374
H  -11.996  -22.492  -16.936
C  -10.214  -29.569  -23.305
O  -11.385  -30.361  -23.144
C  -12.304  -29.724  -22.246
C  -13.259  -30.751  -21.703
O  -14.455  -30.129  -21.327
C  -15.380  -31.029  -20.729
C  -16.541  -30.280  -20.161
O  -17.389  -29.767  -21.213
C  -18.627  -29.519  -20.597
H  -10.438  -28.674  -23.916
H  -9.418  -30.178  -23.765
H  -9.823  -29.225  -22.333
H  -12.856  -28.886  -22.698
H  -11.735  -29.305  -21.368
H  -12.818  -31.377  -20.845
H  -13.349  -31.486  -22.563
H  -14.884  -31.610  -19.952
H  -15.768  -31.713  -21.501
H  -16.248  -29.405  -19.555
H  -17.168  -30.821  -19.499
H  -19.282  -29.133  -21.369
H  -18.468  -28.812  -19.799
H  -19.123  -30.384  -20.100
C  -10.764  -25.483  -8.739
O  -11.310  -26.060  -9.909
C  -11.376  -25.098  -10.952
C  -11.568  -25.853  -12.270
O  -10.333  -25.987  -12.954
C  -10.022  -24.980  -13.891
C  -8.512  -24.959  -14.082
O  -7.790  -25.526  -15.182
C  -7.580  -26.860  -15.168
H  -10.578  -26.260  -8.002
H  -11.457  -24.824  -8.201
H  -9.880  -24.921  -8.947
H  -10.470  -24.484  -11.134
H  -12.231  -24.428  -10.889
H  -12.288  -25.399  -12.913
H  -11.915  -26.878  -12.067
H  -10.245  -23.957  -13.452
H  -10.525  -25.105  -14.875
H  -8.178  -25.404  -13.128
H  -8.313  -23.912  -14.273
H  -6.849  -27.061  -14.387
H  -7.037  -27.096  -16.076
H  -8.494  -27.455  -15.007
C  -15.075  -24.784  -12.791
O  -14.558  -26.048  -12.443
C  -15.534  -27.016  -12.246
C  -14.748  -28.352  -12.449
O  -14.334  -28.450  -13.744
C  -13.123  -29.116  -14.005
C  -12.307  -28.177  -14.935
O  -12.737  -28.371  -16.274
C  -12.221  -27.325  -17.043
H  -14.319  -24.086  -12.700
H  -15.913  -24.469  -12.172
H  -15.564  -24.893  -13.802
H  -16.245  -27.044  -13.008
H  -16.042  -26.938  -11.283
H  -15.395  -29.240  -12.147
H  -13.866  -28.371  -11.773
H  -13.322  -30.095  -14.466
H  -12.567  -29.390  -13.126
H  -11.176  -28.340  -14.884
H  -12.548  -27.126  -14.578
H  -11.090  -27.339  -16.958
H  -12.595  -26.367  -16.716
H  -12.419  -27.572  -18.082
C  -11.304  -24.339  -29.327
O  -11.794  -23.592  -28.223
C  -13.160  -23.263  -28.313
C  -13.784  -22.942  -27.023
O  -13.172  -21.749  -26.460
C  -13.931  -21.239  -25.339
C  -14.566  -19.898  -25.765
O  -15.572  -20.233  -26.743
C  -16.047  -19.080  -27.460
H  -11.929  -25.256  -29.540
H  -10.342  -24.653  -28.984
H  -11.252  -23.723  -30.207
H  -13.689  -24.080  -28.752
H  -13.196  -22.457  -29.009
H  -13.655  -23.878  -26.399
H  -14.799  -22.678  -27.140
H  -13.222  -21.010  -24.528
H  -14.665  -21.961  -24.951
H  -13.764  -19.309  -26.249
H  -15.001  -19.257  -24.977
H  -16.900  -19.341  -28.120
H  -15.256  -18.695  -28.117
H  -16.384  -18.314  -26.742
C  -11.208  -20.350  -22.350
O  -12.430  -20.073  -21.697
C  -13.289  -21.185  -21.638
C  -14.667  -20.820  -21.285
O  -15.390  -20.730  -22.478
C  -16.757  -20.557  -22.225
C  -17.494  -20.516  -23.489
O  -17.549  -19.222  -24.111
C  -18.587  -19.130  -25.085
H  -10.598  -19.430  -22.186
H  -11.287  -20.358  -23.455
H  -10.701  -21.307  -22.114
H  -12.862  -21.832  -20.839
H  -13.383  -21.682  -22.646
H  -14.817  -19.894  -20.761
H  -15.043  -21.725  -20.678
H  -16.852  -19.629  -21.636
H  -17.170  -21.425  -21.673
H  -18.524  -20.834  -23.328
H  -16.947  -21.134  -24.224
H  -18.582  -18.140  -25.453
H  -19.550  -19.503  -24.682
H  -18.407  -19.723  -26.009
C  -17.795  -29.665  -16.263
O  -17.599  -28.398  -16.770
C  -16.285  -27.900  -16.585
C  -16.135  -26.491  -17.113
O  -16.267  -26.376  -18.529
C  -15.171  -26.811  -19.291
C  -15.452  -26.815  -20.720
O  -14.162  -26.807  -21.356
C  -14.306  -26.816  -22.795
H  -18.799  -29.962  -16.539
H  -17.853  -29.626  -15.161
H  -17.007  -30.390  -16.559
H  -15.511  -28.562  -17.037
H  -16.004  -27.800  -15.527
H  -15.099  -26.099  -16.812
H  -16.845  -25.773  -16.681
H  -14.849  -27.791  -18.963
H  -14.297  -26.144  -19.169
H  -15.995  -25.912  -21.022
H  -16.013  -27.709  -20.963
H  -13.349  -26.813  -23.280
H  -14.902  -25.953  -23.139
H  -14.821  -27.747  -23.150
C  -15.201  -19.085  -15.426
O  -14.001  -19.589  -15.892
C  -12.954  -18.704  -15.610
C  -11.709  -19.001  -16.447
O  -11.061  -20.220  -16.257
C  -9.768  -20.224  -16.866
C  -9.282  -21.622  -16.958
O  -9.828  -22.222  -18.100
C  -9.400  -23.570  -18.217
H  -15.971  -19.797  -15.684
H  -15.373  -18.019  -15.889
H  -15.270  -18.905  -14.304
H  -12.729  -18.540  -14.522
H  -13.244  -17.738  -15.970
H  -11.110  -18.090  -16.292
H  -12.009  -18.884  -17.511
H  -9.046  -19.770  -16.161
H  -9.755  -19.613  -17.782
H  -9.490  -22.162  -16.006
H  -8.175  -21.607  -17.184
H  -9.853  -23.921  -19.143
H  -9.812  -24.155  -17.318
H  -8.361  -23.665  -18.265
C  -12.145  -27.285  -25.982
O  -10.986  -28.050  -26.406
C  -11.212  -28.856  -27.546
C  -11.470  -28.156  -28.870
O  -12.792  -27.725  -29.250
C  -13.842  -28.678  -28.861
C  -15.166  -28.155  -29.343
O  -15.306  -26.794  -28.964
C  -16.614  -26.291  -29.045
H  -12.522  -26.593  -26.767
H  -11.870  -26.831  -25.012
H  -12.935  -28.020  -25.718
H  -11.876  -29.697  -27.261
H  -10.200  -29.211  -27.753
H  -11.102  -28.857  -29.625
H  -10.846  -27.280  -28.939
H  -13.837  -28.616  -27.731
H  -13.669  -29.699  -29.208
H  -15.981  -28.814  -28.893
H  -15.217  -28.172  -30.486
H  -16.928  -26.142  -30.059
H  -16.617  -25.380  -28.536
H  -17.289  -26.937  -28.497

Results of the Löwdin charge analysis, in e, for atoms 1 through 99: 0.623, -0.630, -0.621, 0.523, 0.082, 0.039, -0.030, 0.035, 0.614, -0.679, -0.607, 0.527, 0.031, 0.055, 0.068, 0.052, 0.573, -0.665, -0.603, 0.537, 0.079, 0.057, 0.073, 0.029, 0.563, -0.667, -0.560, 0.459, 0.050, 0.048, 0.034, 0.025, 0.604, -0.634, -0.668, 0.574, 0.086, 0.051, 0.038, 0.101, 0.601, -0.579, -0.609, 0.578, 0.047, 0.024, -0.011, 0.028, 0.595, -0.632, -0.746, 0.598, 0.044, 0.046, 0.008, 0.086, 0.616, -0.728, -0.586, 0.628, 0.067, 0.082, 0.087, 0.047, 0.569, -0.623, -0.687, 0.583, 0.047, 0.069, 0.057, -0.003, 0.571, -0.713, -0.647, 0.542, -0.013, -0.004, 0.090, 0.041, 0.611, -0.632, -0.591, 0.636, 0.043, 0.082, 0.060, 0.063, -0.112, -0.190, -0.193, -0.213, -0.120, -0.165, -0.190, -0.174, -0.124, 0.071, 0.079

# 4
A 2-piece molecular cluster, C6H10O overall in a non-equilibrium geometry, computed with ωB97M-V/def2-TZVPD.

Values from the calculation:
multiplicity	1
gap between HOMO and LUMO	0.3468	Ha
highest occupied orbital energy	-8.8	eV
charge	0
SMILES string	Cc1c(C)c1=O.C
energy relative to the best compared isomer or geometry (same formula, charge and spin)	238.2	kJ/mol

CARTESIAN COORDINATES (ANGSTROEM)
C  0.469  1.332  -2.408
C  0.767  0.769  -1.104
C  0.779  -0.348  -0.321
C  0.488  -1.854  -0.223
C  1.280  0.816  0.253
O  1.981  1.367  1.039
H  0.499  0.677  -3.237
H  1.187  2.109  -2.483
H  -0.667  1.670  -2.463
H  0.404  -2.233  -1.217
H  -0.330  -1.870  0.403
H  1.311  -2.450  0.195
C  -1.624  0.006  2.310
H  -0.856  0.284  1.576
H  -1.497  0.510  3.307
H  -2.623  0.278  1.896
H  -1.568  -1.064  2.476

Want to see where the charge sits? The Löwdin charges in e are: -0.035, -0.066, -0.067, 0.008, -0.405, 0.071, 0.058, 0.071, 0.141, 0.067, 0.031, 0.091, -0.036, -0.009, 0.041, 0.031, 0.007

Computed E (eV) in order:
-123542.1274 -47935.4438 -399740.0228 -8428.7715